i | The following is a DFT calculation (the ωB97M-V functional and the def2-TZVPD basis) of 2 unconnected molecules or ions with the total composition C6H15N3O2.

Bonds (Å) are listed after each position.
Positions of all 26 atoms, in Å:
1 H 3.25993 -1.79423 -0.58279  N2 1.055
2 N 2.66883 -0.97540 -0.27662  H1 1.055, C3 1.271
3 C 1.68992 -0.54198 -0.96145  N2 1.271, N4 1.432, N5 1.501
4 N 1.11586 -1.06188 -2.16551  C3 1.432, H8 0.891, H9 0.997
5 N 0.92315 0.74180 -0.82776  C3 1.501, C6 1.449, H10 1.025
6 C 1.80509 1.84798 -0.51519  N5 1.449, C7 1.567, H11 1.124, H12 1.084
7 C 1.05319 2.92927 0.33304  C6 1.567, H13 1.125, H14 1.019, H15 1.139
8 H 1.63031 -0.97768 -2.88822  N4 0.891
9 H 0.27966 -0.59745 -2.44766  N4 0.997
10 H 0.48655 0.49221 0.06499  N5 1.025
11 H 2.05927 2.45845 -1.42458  C6 1.124
12 H 2.78257 1.52983 -0.17156  C6 1.084
13 H 1.45858 3.34148 1.29784  C7 1.125
14 H 0.07020 2.78489 0.55979  C7 1.019
15 H 1.28773 3.95528 -0.10352  C7 1.139
16 C -1.93842 -2.20716 -0.24206  C17 1.421, H21 1.145, H22 1.159, H23 1.003
17 C -2.58551 -1.57606 0.85441  C16 1.421, C18 1.622, H24 1.067, H25 1.124
18 C -1.96056 -0.23386 1.51714  C17 1.622, O19 1.206, O20 1.345
19 O -1.43369 0.81417 1.23605  C18 1.206
20 O -2.10623 -0.52727 2.82153  C18 1.345, H26 0.885
21 H -1.00721 -2.75551 0.13692  C16 1.145
22 H -1.24819 -1.51434 -0.86455  C16 1.159
23 H -2.35475 -2.82751 -0.91071  C16 1.003
24 H -3.46527 -1.06404 0.53480  C17 1.067
25 H -2.78744 -2.29784 1.69161  C17 1.124
26 H -1.68358 0.05682 3.33404  O20 0.885

Values from the calculation:
SMILES string	[H]/N=C(\N)NCC.CCC(=O)O
gap between HOMO and LUMO	9.98	eV

Löwdin atomic charge list, values in e, 6 entries: 0.079, 0.130, -0.459, 0.111, -0.016, -0.274

ii | The following is a DFT calculation (the ωB97M-V functional and the def2-TZVPD basis) of 2 unconnected molecules or ions with the total composition C6H15N3O2.

Bonds (Å) are listed after each position.
Positions of all 26 atoms, in Å:
1 H -1.98195 -0.70411 -1.93840  N2 0.935
2 N -1.65689 -0.97010 -1.10285  H1 0.935, C3 1.345
3 C -2.14770 -0.78779 0.13658  N2 1.345, N4 1.435, N5 1.443
4 N -3.18348 0.04095 0.68499  C3 1.435, H8 1.097, H9 0.981
5 N -1.37300 -1.11841 1.30775  C3 1.443, C6 1.477, H10 0.981
6 C -0.37664 -2.20635 1.23688  N5 1.477, C7 1.532, H11 1.054, H12 1.188
7 C 0.21351 -2.73156 2.54960  C6 1.532, H13 1.165, H14 1.135, H15 1.071
8 H -4.06457 -0.43659 1.13174  N4 1.097
9 H -3.42942 0.72916 0.02990  N4 0.981
10 H -1.74791 -0.91042 2.19031  N5 0.981
11 H 0.27083 -1.96334 0.44138  C6 1.054
12 H -1.06393 -3.06586 0.78843  C6 1.188
13 H 0.26561 -1.89880 3.36218  C7 1.165
14 H 1.25282 -3.18714 2.58908  C7 1.135
15 H -0.47687 -3.52936 2.73361  C7 1.071
16 C 2.64029 2.47844 -0.11758  C17 1.568, H21 1.118, H22 1.033, H23 1.019
17 C 1.69179 1.56523 -0.96899  C16 1.568, C18 1.725, H24 1.060, H25 1.119
18 C 1.41548 1.88995 -2.64083  C17 1.725, O19 1.218, O20 1.565
19 O 2.24568 1.83528 -3.53069  C18 1.218
20 O -0.03225 1.99299 -3.22691  C18 1.565, H26 0.795
21 H 3.00328 3.20660 -0.88420  C16 1.118
22 H 3.52760 2.04794 0.19125  C16 1.033
23 H 2.15865 2.97566 0.63077  C16 1.019
24 H 2.21382 0.66039 -1.15010  C17 1.060
25 H 0.59244 1.36784 -0.90356  C17 1.119
26 H 0.04279 2.71941 -3.54038  O20 0.795

Values from the calculation:
SMILES string	[H]/N=C(\N)NCC.CCC(=O)O
gap between HOMO and LUMO	9.32	eV

Löwdin atomic charge list, values in e, 6 entries: -0.032, 0.137, -0.449, 0.055, -0.013, -0.279

If we sort the structures by their calculated energies, the order from most to least stable is i, ii.

i | The following is a DFT calculation (the ωB97M-V functional and the def2-TZVPD basis) of 2 unconnected molecules or ions with the total composition CH3O3.

Bonds (Å) are listed after each position.
Positions of all 7 atoms, in Å:
1 O -2.30605 -0.77009 0.94930  H2 0.984, H3 0.984
2 H -1.93640 -1.56826 1.39038  O1 0.984
3 H -1.51678 -0.25238 0.67133  O1 0.984
4 O 0.71258 0.86805 0.16165  C6 1.222
5 O 2.70703 0.60723 -0.61648  C6 1.282
6 C 1.43781 0.64567 -0.79604  O4 1.222, O5 1.282, H7 1.117
7 H 0.90182 0.46979 -1.76013  C6 1.117

Values from the calculation:
net charge	-1
gap between HOMO and LUMO	7.81	eV

Löwdin atomic charge list, values in e, 6 entries: -0.111, 0.036, 0.021, -0.138, -0.197, -0.692

ii | The following is a DFT calculation (the ωB97M-V functional and the def2-TZVPD basis) of 2 unconnected molecules or ions with the total composition CH3O3.

Bonds (Å) are listed after each position.
Positions of all 7 atoms, in Å:
1 O 1.42545 -0.83939 -1.48461  H2 0.992, H7 0.963
2 H 0.95266 -0.12734 -0.98058  O1 0.992
3 O -1.90690 -0.30339 1.01627  C4 1.244
4 C -1.03435 0.55810 0.80850  O3 1.244, O5 1.262, H6 1.118
5 O -0.31974 0.73709 -0.21621  C4 1.262
6 H -0.92582 1.32142 1.61801  C4 1.118
7 H 1.80869 -1.34649 -0.76139  O1 0.963

Values from the calculation:
net charge	-1
gap between HOMO and LUMO	8.77	eV

Löwdin atomic charge list, values in e, 6 entries: -0.129, -0.021, -0.125, -0.655, -0.155, 0.081

If we sort the structures by their calculated energies, the order from most to least stable is ii, i.

i | The following is a DFT calculation (the ωB97M-V functional and the def2-TZVPD basis) of a single C6H9F2NO molecule.

Bonds (Å) are listed after each position.
Positions of all 19 atoms, in Å:
1 C -2.59180 -0.58901 -2.18734  C2 1.297, H11 1.007, H12 1.108
2 C -1.70272 -0.36555 -1.26989  C1 1.297, N3 1.237
3 N -0.91873 0.05947 -0.41209  C2 1.237, C4 1.442
4 C 0.11836 -0.66289 0.28178  N3 1.442, C5 1.532, C6 1.571, H13 1.175
5 C 1.31040 -1.14801 -0.55020  C4 1.532, H14 1.032, H15 1.012, H16 1.111
6 C 0.53732 0.16038 1.55272  C4 1.571, F7 1.392, F8 1.374, C9 1.590
7 F 1.50428 -0.50521 2.30103  C6 1.392
8 F -0.44502 0.24192 2.50984  C6 1.374
9 C 1.01213 1.62492 1.15498  C6 1.590, O10 1.383, H17 1.030, H18 1.011
10 O -0.09050 2.38691 0.81266  C9 1.383, H19 0.962
11 H -3.51997 -0.96465 -2.07890  C1 1.007
12 H -2.57972 -0.19713 -3.22333  C1 1.108
13 H -0.21486 -1.62843 0.86219  C4 1.175
14 H 1.29654 -0.60141 -1.42575  C5 1.032
15 H 1.20977 -2.13900 -0.72655  C5 1.012
16 H 2.26487 -1.05785 0.01047  C5 1.111
17 H 1.69379 1.51655 0.39041  C9 1.030
18 H 1.53414 1.96280 1.95175  C9 1.011
19 H -0.41828 1.90618 0.04622  O10 0.962

Values from the calculation:
SMILES string	C=C=N[C@@H](C)C(F)(F)CO
gap between HOMO and LUMO	9.93	eV

Löwdin atomic charge list, values in e, 6 entries: 0.029, -0.117, 0.114, -0.277, -0.014, -0.425

ii | The following is a DFT calculation (the ωB97M-V functional and the def2-TZVPD basis) of a single C6H9F2NO molecule.

Bonds (Å) are listed after each position.
Positions of all 19 atoms, in Å:
1 C -1.87863 1.94006 -0.27124  C4 1.499, O8 1.199, H11 1.095
2 C -0.51238 -1.68358 -0.18283  C3 1.620, C5 1.503, H12 1.063, H13 1.126
3 C 0.34414 -0.82904 0.89409  C2 1.620, N7 1.450, H14 1.216, H15 1.182
4 C -1.30038 0.83205 0.55579  C1 1.499, N7 1.433, H16 1.051
5 C -1.90738 -1.12521 -0.21616  C2 1.503, F9 1.293, F10 1.406
6 C 0.97132 1.22032 -0.39660  N7 1.460, H17 1.076, H18 1.133, H19 1.054
7 N 0.10747 0.56731 0.58206  C3 1.450, C4 1.433, C6 1.460
8 O -2.87627 2.54169 0.01315  C1 1.199
9 F -2.77662 -1.02279 -1.16855  C5 1.293
10 F -2.49783 -1.61972 0.95958  C5 1.406
11 H -1.40262 2.17895 -1.22790  C1 1.095
12 H 0.02255 -1.74766 -1.09890  C2 1.063
13 H -0.36683 -2.73804 0.18468  C2 1.126
14 H 0.00965 -1.12876 2.02426  C3 1.216
15 H 1.49649 -1.07326 0.80120  C3 1.182
16 H -1.73430 0.69084 1.50297  C4 1.051
17 H 1.93812 1.45515 0.01260  C6 1.076
18 H 1.28047 0.57438 -1.27504  C6 1.133
19 H 0.44697 2.05624 -0.76712  C6 1.054

Values from the calculation:
gap between HOMO and LUMO	8.50	eV

Löwdin atomic charge list, values in e, 6 entries: -0.257, -0.097, -0.162, -0.061, -0.335, -0.066

If we sort the structures by their calculated energies, the order from most to least stable is i, ii.

i | The following is a DFT calculation (the ωB97M-V functional and the def2-TZVPD basis) of a single C6H11NSi molecule.

Bonds (Å) are listed after each position.
Positions of all 19 atoms, in Å:
1 C 2.29975 -2.04598 0.49625  C2 1.752, H9 1.074, H10 1.054
2 C 1.87344 -0.38061 0.15588  C1 1.752, C3 1.398, Si5 1.943
3 C 2.96355 0.44636 -0.13175  C2 1.398, N4 1.163
4 N 3.84226 1.20573 -0.19244  C3 1.163
5 Si 0.03909 0.22065 -0.06888  C2 1.943, C6 1.961, C7 1.954, C8 1.879
6 C -0.50703 0.09429 1.80999  Si5 1.961, H11 1.050, H12 1.059, H13 1.091
7 C -0.97405 -0.62585 -1.50953  Si5 1.954, H14 1.030, H15 1.051, H16 1.029
8 C 0.22752 2.05083 -0.45038  Si5 1.879, H17 1.127, H18 1.079, H19 1.052
9 H 1.42587 -2.59020 0.80115  C1 1.074
10 H 3.32495 -2.21289 0.67483  C1 1.054
11 H 0.23602 0.69630 2.24365  C6 1.050
12 H -1.43469 0.54778 2.04415  C6 1.059
13 H -0.45787 -0.91979 2.20902  C6 1.091
14 H -1.55627 0.16378 -1.82241  C7 1.030
15 H -0.45033 -1.05449 -2.31425  C7 1.051
16 H -1.45879 -1.37882 -1.00172  C7 1.029
17 H 0.73464 2.10833 -1.45520  C8 1.127
18 H -0.69185 2.53022 -0.75055  C8 1.079
19 H 0.87371 2.52917 0.22811  C8 1.052

Values from the calculation:
SMILES string	C=C(C#N)[Si](C)(C)C
gap between HOMO and LUMO (spin up / spin down)	8.58 / 8.55	eV

Löwdin atomic charge list, values in e, 6 entries: 0.141, -0.207, -0.352, 0.147, 0.615, -0.162

ii | The following is a DFT calculation (the ωB97M-V functional and the def2-TZVPD basis) of 2 unconnected molecules or ions with the total composition C6H11NSi.

Bonds (Å) are listed after each position.
Positions of all 19 atoms, in Å:
1 C 0.97744 3.21181 0.21774  C5 1.271, H9 1.061, H10 1.036
2 C 2.78556 -1.72322 1.96740  N7 1.256, H11 1.173, H12 1.063
3 C 2.25147 1.10606 -0.37966  C4 1.460, C5 1.291, H13 1.131
4 C 2.13651 -0.24010 0.17247  C3 1.460, N7 1.177
5 C 1.62661 2.12428 0.10971  C1 1.271, C3 1.291
6 C -3.50617 -0.78066 -1.52935  Si8 1.936, H15 1.159, H16 1.130, H17 1.068
7 N 2.58252 -0.92338 1.02111  C2 1.256, C4 1.177
8 Si -2.01717 -1.25133 -0.38519  C6 1.936, H14 1.367, H18 1.417, H19 1.574
9 H 1.28211 4.04121 0.80431  C1 1.061
10 H 0.01584 3.42121 -0.10634  C1 1.036
11 H 3.76056 -2.34496 2.16267  C2 1.173
12 H 2.21980 -1.55142 2.85105  C2 1.063
13 H 2.86067 1.32380 -1.30723  C3 1.131
14 H -1.46785 -2.34461 -0.99478  Si8 1.367
15 H -4.25285 -1.65712 -1.40026  C6 1.159
16 H -4.24617 0.04087 -1.29793  C6 1.130
17 H -3.20516 -0.66598 -2.54796  C6 1.068
18 H -1.18213 -0.10718 -0.36174  Si8 1.417
19 H -2.62160 -1.67928 1.00396  Si8 1.574

Values from the calculation:
gap between HOMO and LUMO	8.10	eV

Löwdin atomic charge list, values in e, 6 entries: 0.011, -0.060, -0.109, -0.035, -0.135, -0.337

If we sort the structures by their calculated energies, the order from most to least stable is i, ii.